DFT (ωB97M-V/def2-TZVPD) results for a cluster of 13 separate species, C4H34N2O13 in total in a non-equilibrium geometry.

The geometry in XYZ format:
```
53
Properties=species:S:1:pos:R:3:lowdin_charge:R:1
O 1.1105 -2.7056 -0.1492 -0.01
C -0.0777 -2.3302 -0.1677 -0.27
N -0.3851 -0.9831 -0.3822 0.06
C -1.6625 -0.6276 0.2190 -0.20
C -1.9375 -1.3773 1.5506 -0.19
C -0.8324 -1.3113 2.6295 -0.22
N -0.2293 0.0668 2.5362 0.02
H -0.9486 -3.0315 0.0529 0.14
H 0.3181 -0.3171 -0.2934 0.06
H -1.4807 0.4405 0.3252 0.09
H -2.5156 -0.8934 -0.4662 0.13
H -2.2536 -2.3853 1.3804 0.08
H -2.8417 -1.0511 2.0732 0.11
H -0.2358 -2.2715 2.6141 0.11
H -1.3767 -1.4014 3.6842 0.14
H 0.3012 0.1980 3.3770 0.06
H 0.3301 0.3163 1.7466 0.02
H 2.9453 1.4773 2.8335 0.05
H 3.4105 0.0552 2.8666 0.03
O 2.8124 0.6494 3.3543 -0.06
H 2.0591 1.5026 -0.5994 0.04
H 2.2105 1.9022 0.8983 0.07
O 1.7627 1.1992 0.3002 -0.12
H -1.9266 2.5532 -1.2622 0.03
H -0.6746 2.3728 -2.0004 0.05
O -1.6815 2.4433 -2.2521 -0.13
H -2.7073 1.9017 3.3260 -0.05
H -1.4307 1.5563 2.6314 0.02
O -2.1074 2.2509 2.8171 -0.01
H 1.1774 -1.1105 -2.6024 0.05
H 0.7306 0.1646 -3.2191 0.03
O 0.7585 -0.8321 -3.4787 -0.12
H 0.3448 3.5063 2.3032 0.12
H 0.4160 4.4817 1.1798 0.05
O 0.8994 3.6547 1.4020 -0.13
H -3.4869 -3.0443 -1.2076 0.04
H -1.9052 -2.6741 -1.6188 0.02
O -2.5732 -3.1171 -1.0195 -0.10
H 1.4767 2.4882 -3.2098 0.01
H 2.3240 1.0658 -3.0096 0.16
O 1.4033 1.6407 -2.9138 -0.07
H -2.5940 2.4421 0.9529 0.06
H -3.0387 1.2686 0.0857 -0.02
O -3.3383 2.1545 0.2862 -0.10
H -1.0584 -1.1206 -2.8359 0.04
H -1.8929 -1.6592 -3.9507 0.04
O -1.9077 -1.6367 -3.0090 -0.07
H 4.2060 0.1931 -1.1292 0.04
H 3.6668 -1.0403 -1.2695 0.03
O 3.9609 -0.3522 -1.9034 -0.06
H 2.6306 -1.2214 1.6820 0.03
H 2.3356 -1.4972 0.1575 0.07
O 3.0060 -0.9585 0.8205 -0.16
```

Properties
LUMO level = -0.251 eV
ΔE to the lowest compared entry with this formula, charge and spin = 143.1 kcal per mole
Net charge = 0
Orbital gap = 0.36062 hartree
Highest occupied orbital energy = -10.06 eV
E_tot = -1260.309921 hartree